Below is a molecular structure, C5H8N in a non-equilibrium geometry, with properties calculated with ωB97M-V/def2-TZVPD.

Last column: Löwdin charge in e.
Cartesian coordinates (Å):
C 1.505 0.600 0.137  -0.01
N -0.409 -0.956 -0.576  0.07
H 0.967 1.254 -0.563  0.08
H 2.548 0.345 -0.182  0.12
C -1.153 0.352 -0.991  0.05
H -0.937 0.922 -1.954  0.16
H -1.159 -1.394 1.374  0.18
H -2.066 1.355 0.707  0.10
C -0.722 -0.551 0.788  -0.10
H 1.202 -1.427 0.686  0.14
C 0.674 -0.615 0.358  -0.20
C -1.409 0.715 0.259  0.08
H 1.421 1.267 1.013  0.11
H -0.462 -1.866 -1.057  0.22

Electronic energy in eV: -6794.2026
Charge: +1
Highest occupied orbital energy in Eh: -0.569
Orbital gap in eV: 11.299



Below is a molecular structure, C5H8N in a non-equilibrium geometry, with properties calculated with ωB97M-V/def2-TZVPD.

Last column: Löwdin charge in e.
Cartesian coordinates (Å):
H 1.170 1.050 -1.250  0.07
H 1.961 -0.644 -1.325  0.16
H -1.461 -1.332 1.114  0.15
C -1.136 -0.982 0.114  -0.03
C 1.271 0.271 0.753  -0.10
H -0.959 -1.787 -0.575  0.13
H 1.834 -0.571 1.186  0.14
H -0.716 2.063 0.050  0.13
N -0.090 0.052 0.295  -0.12
H 1.317 1.192 1.467  0.18
C -1.013 1.064 0.026  -0.03
C 1.450 0.203 -0.742  0.18
H -2.982 0.435 -0.510  0.10
C -1.994 0.208 -0.309  0.06

Electronic energy in eV: -6793.4427
Charge: +1
Highest occupied orbital energy in Eh: -0.522
Orbital gap in eV: 9.350



Below is a gas-phase ion, C5H8N (charge +1) in a non-equilibrium geometry, with properties calculated with ωB97M-V/def2-TZVPD.

Last column: Löwdin charge in e.
Cartesian coordinates (Å):
H 0.424 1.207 -0.326  0.13
H -2.522 -1.360 -0.268  0.11
C 1.830 -0.360 0.052  -0.08
H -2.347 1.625 0.335  0.08
H 3.832 -0.038 0.122  0.15
C 0.539 0.152 -0.110  -0.06
H -3.827 0.601 -0.044  0.08
C -2.759 0.664 0.068  0.12
H -0.342 -1.705 0.192  0.12
C -1.989 -0.433 -0.087  -0.13
C -0.570 -0.658 0.015  -0.02
H 1.954 -1.420 0.251  0.15
H 2.864 1.361 -0.193  0.15
N 2.913 0.364 -0.009  0.20

Structure (SMILES): C=C/C=C/C=[NH2+]
Electronic energy in eV: -6796.9074
Charge: +1
Highest occupied orbital energy in Eh: -0.508
Orbital gap in eV: 8.267